DFT (wB97M-V/def2-TZVPD) results for 8 unconnected molecules or ions with the total composition C42H102N6O2 in a non-equilibrium geometry.

Values from the calculation:
ΔE to the lowest compared entry with this formula, charge and spin	2.819	eV
total charge	0

Last column: Mulliken charge in e.
Cartesian coordinates (Å):
H1 2.496 10.216 -0.326  0.32
H2 0.655 -6.174 7.741  0.29
H3 6.991 2.719 -3.713  0.41
H4 -2.907 -4.589 7.816  0.31
H5 -2.245 5.548 -5.497  0.30
H6 -0.274 4.020 -5.395  0.28
C1 -2.210 -4.421 8.638  -1.02
C2 3.162 5.337 7.840  -1.12
H7 2.444 3.998 11.557  0.35
H8 -3.197 4.184 -6.015  0.41
H9 -0.676 -4.628 1.684  0.29
H10 2.434 5.567 10.812  0.30
H11 -4.177 -2.356 -4.639  0.35
C3 3.480 4.066 8.544  -0.55
C4 3.945 -2.305 -3.134  -1.36
H12 4.015 5.969 7.591  0.42
H13 -2.301 -8.895 3.010  0.40
H14 4.593 9.395 0.972  0.33
H15 -0.686 -6.948 8.504  0.33
C5 1.555 2.691 7.719  -0.49
H16 4.297 -2.758 -2.208  0.27
H17 -0.886 9.317 0.656  0.40
C6 -2.793 5.692 -8.041  -0.39
H18 0.452 -12.805 2.110  0.36
H19 2.948 -2.672 -3.379  0.39
H20 0.527 9.492 1.630  0.33
H21 4.126 3.499 7.874  0.30
C7 -0.207 6.752 -6.633  -1.02
H22 3.011 9.134 -1.625  0.33
N1 -1.742 4.880 -7.430  -0.09
H23 -2.766 6.712 -7.658  0.24
O1 0.093 -3.874 8.393  -0.57
H24 -0.897 -6.249 6.872  0.26
H25 0.308 10.569 0.246  0.35
H26 0.722 2.055 8.019  0.46
C8 -1.297 3.651 -5.330  -1.28
H27 1.041 4.849 11.657  0.42
H28 0.444 -3.578 0.832  0.29
N2 -1.610 -12.228 2.423  0.01
H29 -1.563 -12.039 -1.058  0.42
H30 1.979 5.899 1.558  0.33
H31 0.537 8.386 -1.210  0.26
H32 3.484 -0.213 -2.738  0.39
C9 -5.604 -0.732 -6.391  -0.48
H33 -1.077 7.393 -6.487  0.30
C10 0.178 9.546 0.599  -1.32
H34 -0.036 -12.897 3.682  0.44
H35 3.855 6.790 0.108  0.33
H36 -3.409 -10.240 3.210  0.31
H37 7.596 1.029 -3.936  0.35
H38 1.989 1.080 6.303  0.40
C11 5.373 -0.531 -0.633  -1.00
H39 2.429 6.024 8.263  0.28
H40 -0.462 -10.420 2.356  0.29
H41 0.689 3.167 10.035  0.45
H42 -5.082 -0.257 -3.807  0.37
H43 -2.234 -3.357 8.877  0.29
H44 -3.766 5.281 -7.774  0.38
H45 -0.349 5.876 -8.626  0.27
H46 -6.165 -1.369 -3.109  0.32
C12 6.147 -0.816 -1.905  -0.87
H47 3.027 1.141 7.732  0.36
H48 -1.585 -14.787 3.198  0.34
C13 6.960 1.692 -3.350  -1.36
H49 0.618 4.679 9.090  0.36
H50 4.000 4.321 9.468  0.32
H51 -1.160 -14.772 1.582  0.26
C14 -1.313 -10.840 2.892  -0.36
C15 4.162 -0.797 -3.362  -0.47
C16 -0.608 -3.726 1.076  -1.00
C17 1.840 4.663 10.939  -1.38
C18 -2.823 5.740 -9.557  -1.20
H52 3.909 -0.528 -4.387  0.44
H53 6.300 -1.883 -2.064  0.42
H54 2.712 5.183 6.859  0.30
H55 1.040 3.408 7.080  0.36
H56 0.158 -0.984 0.886  0.28
H57 2.843 6.742 -1.317  0.35
H58 -5.307 -4.661 -4.126  0.42
N3 5.522 -0.313 -3.147  0.02
C19 -5.860 -3.723 -4.078  -1.23
H59 -5.819 -3.365 -3.049  0.32
H60 -7.182 0.763 -2.856  0.40
C20 -1.064 -2.550 1.936  0.78
C21 -0.445 -13.044 2.682  -0.46
C22 -0.767 -1.154 1.436  -0.95
H61 -0.864 -0.495 2.299  0.30
H62 -1.314 2.593 -5.592  0.31
H63 -0.269 -12.689 -0.055  0.27
H64 4.732 10.455 -0.353  0.45
H65 -3.020 -11.725 0.886  0.35
H66 -5.000 -3.210 -5.907  0.36
H67 5.509 0.525 -0.402  0.33
H68 -6.876 -3.936 -4.410  0.29
C23 -2.200 4.622 -6.069  -0.27
C24 -6.058 -0.713 -3.973  -0.59
C25 -2.137 -12.338 1.070  -0.81
C26 2.824 6.875 -0.236  -0.39
H69 7.432 1.734 -2.368  0.28
H70 0.328 4.776 -7.506  0.42
O2 -1.634 -2.750 2.992  -0.55
H71 4.965 1.653 -2.608  0.32
H72 3.339 2.211 6.401  0.27
H73 -3.243 4.784 -9.871  0.28
C27 4.454 9.430 -0.108  -1.42
H74 -1.864 5.900 -10.048  0.32
H75 -1.134 -3.926 0.143  0.30
H76 -1.494 3.679 -4.258  0.37
H77 -3.486 6.508 -9.956  0.35
C28 -6.241 -1.364 -7.661  -1.23
H78 4.289 -0.623 -0.569  0.27
H79 0.104 -15.214 2.715  0.40
H80 -1.040 -10.906 3.946  0.41
N4 2.268 3.251 8.865  -0.02
C29 2.980 9.264 -0.543  -0.36
H81 -7.302 -1.553 -7.496  0.30
C30 -1.102 -11.986 -0.071  -0.96
C31 -5.166 -2.663 -4.979  -0.57
C32 5.547 1.142 -3.375  -0.36
C33 1.270 3.999 9.637  -0.49
H82 -7.105 1.159 -4.537  0.32
C34 2.534 1.747 6.971  -1.31
C35 -2.524 -9.907 2.669  -1.29
H83 5.119 1.441 -4.332  0.41
H84 -2.601 -13.307 0.883  0.37
H85 -1.558 -0.950 0.715  0.27
H86 0.352 7.387 0.158  0.35
C36 -0.438 5.547 -7.590  -0.62
H87 -5.733 -2.280 -7.961  0.31
H88 4.550 -2.816 -3.884  0.37
C37 -0.428 -6.117 7.847  -1.00
H89 -6.133 -0.695 -8.515  0.41
C38 -0.780 -4.763 8.324  0.81
H90 1.218 5.392 0.054  0.35
H91 0.167 6.471 -5.649  0.24
C39 2.156 5.730 0.495  -1.39
C40 -0.737 -14.539 2.560  -1.32
H92 -0.690 -10.981 0.013  0.25
H93 0.562 7.447 -6.970  0.39
H94 5.909 -1.128 0.105  0.36
H95 -2.741 -9.727 1.616  0.31
C41 0.811 8.324 -0.157  -0.35
H96 -4.524 -0.601 -6.457  0.29
H97 -2.528 -4.956 9.532  0.30
H98 7.183 -0.492 -1.806  0.41
H99 2.818 4.879 0.336  0.41
H100 5.101 8.762 -0.677  0.33
H101 -5.985 0.286 -6.318  0.33
H102 -8.148 -0.253 -4.004  0.29
N5 2.241 8.194 0.104  0.02
C42 -7.234 0.321 -3.851  -1.25
N6 -5.969 -1.513 -5.208  0.26

***

DFT (wB97M-V/def2-TZVPD) results for a molecular structure, C14H24BCaN8O.

Values from the calculation:
ΔE to the lowest compared entry with this formula, charge and spin	0.646	eV
total charge	+1

Last column: natural (NBO) charge in e.
Cartesian coordinates (Å):
H1 3.361 -3.606 1.803  0.24
H2 1.106 -0.040 2.902  0.21
C1 2.230 -2.275 0.431  -0.07
H3 0.523 1.576 -3.923  0.22
C2 1.337 0.093 -5.305  -0.08
B1 -1.268 -3.486 0.880  0.18
Ca1 0.032 -0.341 -0.906  1.81
C3 0.149 0.373 2.573  -0.40
H4 -0.646 4.697 2.465  0.21
H5 -0.573 3.624 -1.081  0.21
C4 1.311 -1.500 -3.791  0.20
H6 1.500 0.551 -6.263  0.24
C5 0.224 4.770 1.814  -0.41
H7 -3.150 -0.104 -1.778  0.20
C6 0.308 4.005 -0.567  -0.39
H8 1.199 3.608 -1.051  0.21
C7 -4.142 -1.872 -0.871  -0.34
H9 -1.606 -3.380 2.035  -0.05
H10 -0.322 2.250 4.345  0.21
N1 0.285 -3.122 0.834  -0.28
C8 -3.108 -1.009 -1.188  -0.06
N2 -2.226 -2.578 0.001  -0.28
C9 -3.522 -2.857 -0.119  0.01
H11 0.816 -4.567 2.236  0.24
H12 1.997 -1.897 -5.722  0.44
C10 2.437 -3.279 1.361  -0.35
N3 1.625 -1.232 -5.066  -0.49
H13 -1.389 -4.617 0.481  -0.04
H14 -0.143 -0.148 1.671  0.20
C11 0.855 0.574 -4.135  -0.10
N4 -1.946 -1.430 -0.662  -0.50
N5 0.257 1.818 2.385  -0.41
O1 0.202 1.559 0.149  -0.89
N6 0.930 -2.180 0.104  -0.50
H15 0.610 3.539 3.596  0.22
N7 0.281 3.664 0.859  -0.41
H16 -0.599 0.175 3.340  0.22
H17 -3.916 -3.746 0.347  0.23
C12 1.164 -3.778 1.589  0.01
H18 2.959 -1.619 -0.025  0.20
H19 1.421 2.064 4.103  0.21
H20 0.129 5.688 1.244  0.23
H21 -5.179 -1.810 -1.146  0.24
H22 0.320 5.086 -0.646  0.21
C13 0.257 2.347 1.146  0.82
H23 1.133 4.853 2.410  0.21
H24 1.438 -2.477 -3.353  0.23
C14 0.505 2.471 3.671  -0.41
N8 0.834 -0.435 -3.178  -0.63

***

DFT (wB97M-V/def2-TZVPD) results for a molecular structure, C15H16N5O4PdS2 in a non-equilibrium geometry.

Values from the calculation:
ΔE to the lowest compared entry with this formula, charge and spin	0.328	eV
total charge	+1
2S+1	5

Last column: Mulliken spin population.
Cartesian coordinates (Å):
H1 -3.903 -0.212 -1.253  0.00
C1 -4.225 -2.317 2.802  0.00
H2 1.589 -0.355 3.827  0.00
C2 -4.059 -1.187 0.635  0.00
C3 -3.463 -0.410 -0.289  0.01
H3 -3.613 -2.418 3.690  0.00
C4 -0.421 0.505 1.609  -0.01
H4 1.587 -1.955 -4.490  0.01
Pd1 0.744 0.933 -0.254  1.18
S1 4.197 4.305 -1.563  0.22
H5 -0.381 -2.060 -0.005  0.01
H6 2.693 0.252 -3.790  0.02
H7 0.118 -3.863 -3.861  0.00
H8 4.080 4.815 0.775  0.00
O1 -1.505 0.793 -0.823  0.07
C5 1.343 -0.958 -2.592  0.09
H9 -5.014 -1.658 0.442  0.00
C6 -2.341 -0.848 2.279  0.00
C7 0.008 -2.039 -1.015  -0.04
O2 0.402 -0.380 2.161  0.00
S2 2.095 3.022 0.245  0.43
N1 2.994 2.114 -2.115  0.31
C8 4.055 5.400 -0.141  0.00
H10 -0.866 -3.914 -1.559  0.01
N2 -1.678 -0.111 1.271  0.01
C9 -2.178 0.154 -0.017  0.00
C10 3.063 3.052 -1.189  0.10
C11 1.596 0.092 2.837  0.00
H11 -4.373 -3.298 2.352  0.00
H12 2.458 -0.252 2.273  0.00
H13 -5.188 -1.897 3.084  0.00
N3 -3.528 -1.436 1.862  0.00
N4 2.208 1.116 -1.898  0.45
H14 3.134 5.975 -0.205  0.01
N5 0.756 -0.992 -1.344  0.30
O3 -0.277 1.718 1.558  0.08
O4 -1.925 -0.914 3.403  0.00
C12 -0.250 -3.087 -1.880  0.21
C13 2.130 0.143 -2.872  0.41
H15 4.912 6.068 -0.183  0.00
C14 0.312 -3.058 -3.166  -0.02
C15 1.119 -2.012 -3.517  0.15
H16 1.594 1.174 2.920  0.00

***

| no. | DFT total energy (Ha) |
| --- | --- |
| 1 | -2140.26318 |
| 2 | -1763.58660 |
| 3 | -2079.87912 |